[1]
Formula: C23H32BMgN6O6S2
Source: the OMol25 dataset
Level of theory: ωB97M-V with the def2-TZVPD basis set

Computed properties:
Kohn-Sham gap: 7.57 eV
charge: -1
energy above the lowest of the compared OMol25 structures with the same formula, charge and spin: 35.2 kJ/mol
LUMO energy: 2.428 eV
F_max: 0.155 eV/A
total energy: -2697.25689 hartree
HOMO level: -5.140 eV

Element x y z (Å)
Mg (-1.57, -0.42, 1.01)
O (-1.59, -1.76, 4.30)
C (-0.81, -1.43, 3.43)
O (-0.87, -1.79, 2.18)
C (0.39, -0.56, 3.83)
C (1.59, -0.58, 2.87)
C (2.87, -0.31, 3.67)
C (2.66, 1.18, 4.02)
C (1.38, 1.51, 3.24)
O (1.46, 0.63, 2.11)
C (0.13, 0.98, 3.96)
C (-1.07, 1.63, 3.27)
O (-1.37, 2.77, 3.65)
O (-1.61, 1.03, 2.29)
H (0.69, -0.93, 4.81)
H (1.60, -1.43, 2.19)
H (3.75, -0.45, 3.04)
H (2.96, -0.95, 4.54)
H (3.49, 1.80, 3.68)
H (2.54, 1.36, 5.09)
H (1.29, 2.54, 2.91)
H (0.11, 1.30, 5.00)
C (-2.54, -3.36, -1.00)
N (-2.93, -2.25, -1.83)
C (-2.62, -2.11, -3.17)
C (-2.99, -0.86, -3.52)
N (-3.50, -0.23, -2.41)
B (-3.99, 1.26, -2.40)
N (-3.21, 2.06, -1.29)
C (-3.82, 2.76, -0.28)
C (-2.86, 3.29, 0.51)
N (-1.66, 2.92, -0.03)
C (-0.35, 3.24, 0.52)
C (-1.89, 2.16, -1.12)
S (-0.65, 1.38, -2.05)
C (-3.45, -1.08, -1.38)
S (-3.94, -0.78, 0.24)
H (-2.63, -4.28, -1.57)
H (-3.19, -3.40, -0.13)
H (-1.51, -3.23, -0.66)
H (-2.16, -2.90, -3.73)
H (-2.90, -0.34, -4.46)
H (-5.16, 1.33, -2.12)
H (-3.74, 1.72, -3.49)
H (-4.89, 2.76, -0.19)
H (-2.91, 3.82, 1.45)
H (-0.51, 3.64, 1.51)
H (0.16, 3.96, -0.12)
H (0.25, 2.33, 0.59)
O (2.45, 0.02, -3.39)
C (3.44, 0.25, -2.74)
C (3.43, 0.83, -1.36)
C (3.49, -0.36, -0.37)
C (4.47, -1.50, -0.67)
C (4.16, -2.32, -1.93)
C (4.73, -1.69, -3.22)
N (4.69, -0.22, -3.15)
H (2.53, 1.41, -1.19)
H (4.30, 1.48, -1.22)
H (2.48, -0.79, -0.31)
H (3.70, 0.05, 0.62)
H (4.42, -2.18, 0.19)
H (5.51, -1.14, -0.69)
H (3.07, -2.41, -2.02)
H (4.55, -3.33, -1.83)
H (4.17, -2.02, -4.09)
H (5.77, -1.98, -3.36)
H (5.40, 0.09, -2.50)
N (0.13, -1.17, -1.50)
C (-0.54, -0.25, -0.96)
H (0.54, -0.97, -2.41)

[2]
Formula: C23H32BN8ORu
Source: the OMol25 dataset
Level of theory: ωB97M-V with the def2-TZVPD basis set

Computed properties:
Kohn-Sham gap (alpha / beta): 8.91 / 6.29 eV
charge: +2
energy above the lowest of the compared OMol25 structures with the same formula, charge and spin: 3.4 kJ/mol
LUMO energy (alpha / beta): -5.490 / -7.968 eV
<S²>: 8.76
F_max: 0.355 eV/A
total energy: -1528.24044 hartree
HOMO level (alpha / beta): -14.405 / -14.258 eV
multiplicity: 6

Element x y z (Å)
Ru (-0.52, -0.15, -0.50)
C (-1.71, -1.74, 2.54)
C (-0.72, -0.64, 2.67)
C (-0.18, -0.06, 3.80)
C (0.71, 0.92, 3.35)
C (1.56, 1.84, 4.15)
N (0.68, 0.92, 2.01)
N (-0.19, -0.03, 1.58)
B (1.46, 1.80, 0.98)
N (0.45, 2.62, 0.14)
N (-0.48, 2.01, -0.66)
C (-1.15, 2.97, -1.32)
C (-2.22, 2.67, -2.30)
C (-0.66, 4.21, -0.92)
C (0.35, 3.95, 0.00)
C (1.21, 4.92, 0.72)
N (2.26, 0.87, 0.03)
N (1.63, 0.04, -0.84)
C (2.57, -0.55, -1.60)
C (2.23, -1.50, -2.70)
C (3.82, -0.09, -1.20)
C (3.59, 0.81, -0.17)
C (4.58, 1.61, 0.61)
H (-2.55, -1.59, 3.21)
H (-1.26, -2.70, 2.80)
H (-2.10, -1.82, 1.52)
H (-0.39, -0.32, 4.82)
H (1.40, 1.65, 5.21)
H (1.31, 2.88, 3.94)
H (2.62, 1.69, 3.93)
H (2.19, 2.53, 1.57)
H (-2.26, 1.60, -2.54)
H (-2.04, 3.21, -3.23)
H (-3.20, 2.97, -1.92)
H (-0.99, 5.17, -1.26)
H (0.92, 5.94, 0.46)
H (2.26, 4.78, 0.47)
H (1.11, 4.81, 1.80)
H (1.16, -1.50, -2.91)
H (2.55, -2.51, -2.46)
H (2.75, -1.21, -3.62)
H (4.78, -0.36, -1.62)
H (5.59, 1.33, 0.32)
H (4.47, 1.44, 1.68)
H (4.45, 2.67, 0.42)
C (-4.89, -0.83, -0.35)
C (-3.59, -1.09, -1.03)
O (-2.64, -0.27, -0.90)
N (-3.46, -2.17, -1.78)
C (-2.24, -2.48, -2.52)
C (-1.22, -3.19, -1.67)
C (-1.13, -4.57, -1.68)
C (-0.18, -5.20, -0.89)
C (0.67, -4.42, -0.11)
C (0.53, -3.05, -0.16)
N (-0.40, -2.44, -0.92)
H (-5.19, 0.21, -0.54)
H (-4.75, -0.94, 0.73)
H (-5.68, -1.50, -0.68)
H (-4.25, -2.79, -1.88)
H (-1.83, -1.55, -2.92)
H (-2.51, -3.10, -3.37)
H (-1.79, -5.15, -2.31)
H (-0.09, -6.28, -0.89)
H (1.43, -4.86, 0.51)
H (1.18, -2.40, 0.41)